Entry 1:
109
Properties=species:S:1:pos:R:3:forces:R:3:mulliken_charge:R:1 method="wB97M-V/def2-TZVPD" charge=0 max_force_ev_per_a=9.9 e_homo_ev=-9.75 smiles="COCCCCCCCCCC[C@]1(OC[C@H](C)O)OC(=O)O[C@@H]1C(F)(F)C(F)(F)F.O=C1c2ccccc2C(=O)c2ccccc21.O=C1c2ccccc2C(=O)c2ccccc21" molar_mass_g_mol=866.9
C 4.703 -2.788 2.612 -0.9 1.7 -0.8 -0.776
O 3.568 -3.725 2.530 1.7 0.8 2.4 -0.267
C 3.368 -4.201 3.939 0.4 -1.1 -0.5 -0.438
C 3.194 -5.850 3.826 0.1 0.6 1.3 -0.518
C 1.661 -6.311 4.185 0.3 -0.7 -1.3 -0.643
C 0.878 -6.523 2.746 0.4 1.4 0.7 -0.730
C 0.395 -5.011 2.254 -1.0 -0.5 0.4 0.100
C -1.191 -5.113 1.812 0.1 0.2 -0.3 -0.318
C -1.472 -4.597 0.252 -0.5 -1.1 0.4 -0.795
C -2.930 -3.848 0.184 -0.5 -0.7 -0.7 -0.455
C -2.927 -2.379 -0.539 0.2 -0.1 -0.6 -0.727
C -1.800 -1.328 -0.026 0.9 -0.1 -0.7 -0.147
C -1.846 -0.850 1.523 0.1 -0.5 1.7 0.224
O -1.057 0.357 1.944 -0.1 -0.9 -3.7 -0.271
C 0.021 0.685 1.029 2.3 1.5 -0.6 -0.949
C 1.287 -0.391 1.008 1.6 0.9 0.8 1.155
C 2.658 0.380 1.580 -0.4 0.7 -0.8 -1.057
O 1.652 -0.790 -0.393 0.1 -1.5 2.4 -0.625
O -1.282 -1.828 2.515 0.1 2.5 1.9 0.007
C -1.329 -0.973 3.749 2.6 0.6 2.8 0.548
O -0.447 -0.853 4.744 -6.6 -1.2 -7.3 -0.596
O -2.615 -0.204 3.637 1.3 -2.0 -0.6 -0.431
C -3.236 -0.530 2.308 1.8 0.4 -0.6 0.398
C -4.347 -1.619 2.721 -1.7 -1.2 0.6 0.481
F -3.903 -2.790 3.508 -1.1 3.5 -2.6 -0.340
F -5.218 -2.136 1.632 2.9 1.5 2.9 -0.288
C -5.409 -0.814 3.741 -2.3 -1.0 1.3 0.739
F -5.613 0.601 3.351 0.9 -4.8 2.1 -0.169
F -5.046 -1.004 5.182 -1.3 1.3 -5.2 -0.246
F -6.730 -1.508 3.562 4.1 2.6 0.9 -0.274
H 4.718 -2.192 1.590 0.2 -1.4 2.0 0.210
H 4.413 -1.981 3.441 1.1 -1.7 -1.6 0.338
H 5.745 -3.288 2.795 -2.1 0.8 -0.2 0.295
H 4.345 -3.934 4.557 -2.1 -0.6 -1.2 0.458
H 2.440 -3.665 4.422 1.7 -1.0 -1.0 0.189
H 3.528 -6.168 2.725 -0.7 0.7 2.6 0.259
H 3.910 -6.302 4.655 -1.3 0.8 -1.9 0.293
H 1.594 -7.325 4.776 0.5 2.0 -1.0 0.333
H 1.149 -5.477 4.830 0.8 -1.7 -1.3 0.317
H -0.014 -7.256 2.944 1.6 1.6 -0.7 0.372
H 1.590 -6.916 1.886 -1.4 0.4 2.1 0.247
H 1.077 -4.571 1.405 -1.4 -1.1 1.5 0.183
H 0.458 -4.231 3.152 -0.1 -1.8 -1.9 -0.181
H -1.800 -4.508 2.615 1.0 -1.0 -1.9 -0.005
H -1.617 -6.226 1.863 1.2 2.4 0.0 0.401
H -0.580 -3.995 -0.207 -1.7 -0.9 1.1 0.326
H -1.546 -5.603 -0.386 0.2 2.3 1.2 0.335
H -3.626 -4.547 -0.488 1.3 1.7 1.5 0.464
H -3.388 -3.882 1.258 0.9 0.4 -2.1 0.121
H -3.960 -1.824 -0.558 1.8 -1.4 0.3 -0.091
H -2.677 -2.596 -1.689 -0.4 0.6 2.5 0.473
H -1.863 -0.377 -0.745 0.1 -1.9 1.9 0.354
H -0.739 -1.822 -0.260 -2.2 1.3 0.8 -0.015
H 0.515 1.687 1.458 -1.4 -2.2 -0.7 0.417
H -0.322 1.007 -0.069 0.6 -1.2 2.3 0.173
H 1.140 -1.312 1.713 -0.3 1.6 -1.5 -0.041
H 3.082 0.981 0.647 -0.8 -1.2 2.0 0.340
H 2.410 1.178 2.411 0.5 -1.8 -1.5 0.329
H 3.481 -0.371 1.938 -1.8 1.4 -0.6 -0.012
H 2.280 -1.572 -0.235 -1.3 1.7 -0.6 0.366
H -3.670 0.388 1.683 0.4 -1.8 2.2 0.212
O 4.907 2.701 -1.138 0.4 0.1 -0.5 -0.678
C 5.670 2.929 -2.068 -0.9 -0.3 1.1 0.533
C 5.157 3.029 -3.450 -0.5 0.0 -0.4 0.217
C 3.785 2.883 -3.692 -0.1 0.0 -0.3 -0.604
C 3.287 3.017 -4.989 0.2 0.0 0.3 -0.499
C 4.154 3.297 -6.045 0.3 0.0 0.2 -0.443
C 5.524 3.425 -5.808 -0.3 0.0 -0.1 -0.597
C 6.027 3.285 -4.509 -0.5 0.0 -0.4 0.312
C 7.479 3.405 -4.271 1.0 0.2 -1.2 0.556
O 8.249 3.575 -5.209 -0.5 -0.1 0.6 -0.679
C 7.990 3.324 -2.888 0.5 0.0 0.4 0.222
C 9.362 3.473 -2.648 0.1 0.0 0.3 -0.577
C 9.851 3.432 -1.341 -0.2 0.0 -0.3 -0.443
C 8.973 3.243 -0.273 -0.4 0.0 -0.2 -0.489
C 7.607 3.081 -0.513 0.3 0.0 0.1 -0.529
C 7.115 3.116 -1.824 0.5 0.1 0.4 0.209
H 3.101 2.670 -2.872 0.3 0.1 -0.1 0.540
H 2.221 2.907 -5.175 0.2 0.0 0.1 0.399
H 3.765 3.413 -7.054 0.1 0.0 0.2 0.385
H 6.195 3.639 -6.638 0.0 -0.1 0.3 0.451
H 10.053 3.625 -3.475 -0.3 0.0 0.1 0.452
H 10.916 3.551 -1.155 -0.2 0.0 -0.1 0.390
H 9.352 3.221 0.746 -0.1 0.0 -0.2 0.393
H 6.928 2.931 0.326 0.0 0.0 -0.3 0.473
O -7.358 5.576 -0.907 0.4 -0.6 -0.3 -0.676
C -6.743 4.655 -1.430 -0.8 1.1 0.6 0.643
C -6.525 3.390 -0.698 -0.1 -0.4 0.5 0.310
C -7.046 3.238 0.594 0.0 -0.3 0.1 -0.731
C -6.880 2.032 1.275 -0.1 0.4 -0.3 -0.818
C -6.196 0.977 0.672 0.1 0.1 -0.5 -0.432
C -5.661 1.133 -0.608 -0.1 0.0 0.4 -1.002
C -5.821 2.344 -1.292 -0.1 -0.3 0.5 0.269
C -5.237 2.506 -2.638 0.8 -1.1 -0.6 0.564
O -4.571 1.606 -3.137 -0.4 0.5 0.3 -0.697
C -5.470 3.762 -3.377 0.1 0.3 -0.5 0.172
C -4.951 3.912 -4.670 -0.1 0.3 -0.2 -0.511
C -5.195 5.083 -5.389 0.0 -0.3 0.3 -0.482
C -5.957 6.104 -4.822 -0.1 -0.1 0.4 -0.449
C -6.464 5.963 -3.529 0.1 0.0 -0.3 -0.548
C -6.215 4.791 -2.802 0.1 0.4 -0.6 0.163
H -7.586 4.056 1.069 0.1 -0.1 -0.3 0.460
H -7.288 1.914 2.277 0.1 0.1 -0.2 0.483
H -6.077 0.032 1.198 -0.2 0.3 -0.3 0.936
H -5.125 0.306 -1.071 -0.1 0.3 -0.1 0.614
H -4.359 3.117 -5.121 -0.2 0.1 0.3 0.458
H -4.794 5.196 -6.394 -0.1 0.0 0.2 0.386
H -6.156 7.013 -5.387 0.0 -0.2 0.1 0.390
H -7.055 6.766 -3.092 0.1 -0.3 0.1 0.454

***

Entry 2:
107
Properties=species:S:1:pos:R:3:forces:R:3:mulliken_charge:R:1 method="wB97M-V/def2-TZVPD" relative_energy_kj_mol=794.7 charge=-1 max_force_ev_per_a=6.1 e_homo_ev=-2.83 molar_mass_g_mol=1069.3
Ba 0.881 1.498 1.189 -0.8 -5.2 3.2 2.204
O 0.760 -4.194 -0.997 0.0 -0.4 0.1 0.014
C -0.140 -4.052 -2.019 -0.1 0.3 -0.2 0.319
C -1.338 -4.748 -2.083 0.2 0.0 0.0 -0.746
C -2.183 -4.540 -3.161 -0.1 -0.1 0.0 -0.738
C -1.844 -3.653 -4.165 -0.1 0.0 -0.1 -0.926
C -0.650 -2.950 -4.093 0.1 0.0 0.1 -0.651
C 0.220 -3.127 -3.027 -0.1 -0.3 0.5 1.116
P 1.725 -2.128 -2.725 0.0 0.0 0.0 0.645
C 1.872 -1.274 -4.344 0.1 0.0 0.1 -0.029
C 2.613 -1.732 -5.430 0.0 0.0 0.1 -0.182
C 2.672 -0.997 -6.603 0.1 0.0 -0.1 -0.773
C 1.988 0.203 -6.709 0.0 0.0 -0.1 -0.484
C 1.256 0.676 -5.631 -0.1 0.1 -0.1 -0.713
C 1.209 -0.052 -4.456 0.0 0.0 0.1 -0.067
C 3.031 -3.410 -2.872 -0.1 0.0 0.0 0.204
C 4.255 -3.137 -2.270 0.0 0.0 0.0 -0.544
C 5.296 -4.050 -2.338 0.1 0.0 0.0 -0.593
C 5.121 -5.255 -3.000 0.0 0.0 0.0 -0.458
C 3.901 -5.541 -3.596 0.0 -0.1 0.0 -0.791
C 2.864 -4.625 -3.533 0.0 0.1 0.0 -0.109
C 0.347 -4.770 0.212 -0.4 0.5 0.1 -0.770
C 0.407 -6.143 0.390 0.1 0.2 -0.1 -0.055
C 0.026 -6.675 1.611 0.0 0.0 0.1 -0.633
C -0.396 -5.834 2.637 0.0 -0.3 0.0 -0.877
C -0.439 -4.469 2.448 0.1 0.4 -0.2 -0.384
C -0.082 -3.900 1.222 0.1 -0.3 -0.2 0.144
P 0.068 -2.072 0.942 0.1 0.0 0.2 0.584
C -1.578 -1.772 0.177 0.0 -0.1 -0.1 0.999
C -2.601 -2.719 0.118 0.1 0.2 0.1 -0.168
C -3.762 -2.479 -0.604 -0.1 0.0 0.0 -0.773
C -3.931 -1.289 -1.287 0.0 0.1 0.0 -0.726
C -2.926 -0.331 -1.239 0.0 0.1 0.0 -0.820
C -1.766 -0.579 -0.527 -0.1 0.0 0.0 -0.190
C 0.163 -1.295 2.529 -0.1 0.1 -0.2 -0.602
C -0.983 -0.949 3.475 -0.2 0.0 0.0 0.625
C -0.459 -0.602 4.842 0.1 0.0 0.2 -1.355
C 0.840 -0.594 5.182 -0.3 0.1 0.2 -0.414
C 1.881 -0.951 4.259 0.4 0.1 -0.1 -1.092
C 1.506 -1.289 2.992 -0.2 0.1 -0.2 -0.196
H -1.612 -5.428 -1.290 0.0 0.0 0.0 0.385
H -3.122 -5.077 -3.206 0.0 0.0 0.0 0.377
H -2.509 -3.497 -5.004 0.0 0.0 0.0 0.382
H -0.397 -2.248 -4.876 0.0 0.0 0.0 0.431
H 3.152 -2.667 -5.359 0.0 0.0 0.0 0.393
H 3.256 -1.365 -7.437 0.0 0.0 0.0 0.395
H 2.036 0.777 -7.627 0.0 0.0 0.0 0.360
H 0.736 1.623 -5.697 0.0 0.0 0.0 0.438
H 0.660 0.335 -3.604 0.0 0.0 0.0 0.446
H 4.387 -2.204 -1.734 0.0 0.0 0.0 0.419
H 6.241 -3.824 -1.859 0.0 0.0 0.0 0.386
H 5.929 -5.974 -3.043 0.0 0.0 0.0 0.364
H 3.756 -6.484 -4.108 0.0 0.0 0.0 0.416
H 1.911 -4.856 -3.994 0.0 0.0 0.0 0.460
H 0.760 -6.766 -0.421 0.0 0.0 0.0 0.522
H 0.070 -7.744 1.768 0.0 0.0 0.0 0.399
H -0.682 -6.251 3.594 0.0 0.0 0.0 0.445
H -0.725 -3.816 3.265 0.0 0.0 0.0 0.387
H -2.495 -3.658 0.644 0.0 0.0 0.0 0.516
H -4.538 -3.235 -0.631 0.0 0.0 0.0 0.397
H -4.836 -1.106 -1.853 0.0 0.0 0.0 0.335
H -3.039 0.609 -1.765 0.0 0.0 0.0 0.512
H -1.002 0.193 -0.513 0.0 -0.1 -0.1 -0.151
H -1.683 -1.802 3.572 -0.1 0.0 0.0 0.655
H -1.200 -0.314 5.580 0.0 0.0 0.0 0.391
H 1.113 -0.304 6.192 0.0 0.0 0.0 0.337
H 2.917 -0.975 4.570 0.0 0.0 0.0 0.399
H 2.271 -1.613 2.283 0.0 0.1 0.0 0.317
C -2.120 9.042 -0.511 0.0 0.0 0.0 -1.527
C -1.262 8.014 0.169 0.1 -0.1 0.0 1.130
C -1.713 6.706 0.332 0.0 0.1 0.0 -0.971
C -0.913 5.746 0.924 0.0 -0.1 0.0 -0.152
C 0.346 6.107 1.372 0.1 -0.1 0.0 0.339
C 0.819 7.403 1.229 0.1 0.0 0.1 -0.679
C 0.011 8.350 0.628 -0.1 0.0 0.0 -0.822
S 1.408 4.878 2.069 -0.1 0.3 -0.1 0.856
O 2.327 5.480 2.988 -0.1 0.0 -0.1 -0.696
O 2.435 4.551 0.813 -0.2 -0.2 0.3 -0.240
N 0.665 3.599 2.403 0.0 1.7 0.6 0.054
C -0.395 3.644 3.403 -0.2 0.1 0.1 -0.375
C -0.569 4.762 4.190 -0.3 0.1 0.4 -0.245
C -1.605 4.850 5.122 0.2 0.2 -0.1 -1.236
C -2.474 3.781 5.239 0.0 -0.2 -0.1 -0.729
C -2.321 2.639 4.468 0.2 0.3 0.1 1.484
C -3.270 1.546 4.521 -0.1 -0.3 -0.1 -1.341
C -3.096 0.439 3.796 -0.1 0.1 0.2 -0.943
C -1.887 0.231 2.940 0.1 -0.2 0.1 0.685
N -1.095 1.432 2.755 -0.1 0.2 -0.2 0.065
C -1.257 2.500 3.519 -0.3 0.3 0.3 -0.028
H -3.174 8.774 -0.457 0.0 0.0 0.0 0.369
H -1.849 9.125 -1.566 0.0 0.0 0.0 0.291
H -1.990 10.025 -0.059 0.0 0.0 0.0 0.388
H -2.703 6.434 -0.011 0.0 0.0 0.0 0.360
H -1.262 4.730 1.052 0.0 0.0 0.0 0.425
H 1.804 7.657 1.597 0.0 0.0 0.0 0.480
H 0.370 9.364 0.513 0.0 0.0 0.0 0.388
H 0.126 5.587 4.115 0.0 0.0 0.1 0.573
H -1.708 5.730 5.743 0.0 0.0 0.0 0.393
H -3.300 3.825 5.942 0.0 0.0 0.0 0.348
H -4.147 1.670 5.148 0.0 0.0 0.0 0.306
H -3.832 -0.359 3.822 0.0 0.0 0.0 0.415
H -2.234 -0.118 1.958 0.0 0.1 0.1 -0.225
O 2.631 2.193 -0.235 1.7 0.5 -1.3 -0.880
S 1.744 2.935 -1.101 0.7 1.4 -1.5 1.120
O 2.131 3.093 -2.460 -0.2 0.2 0.1 -0.546
O 0.348 2.597 -0.861 -0.4 0.6 -1.4 -0.766
O 1.833 4.515 -0.476 -0.1 0.0 -0.2 -0.173

***

Entry 3:
18
Properties=species:S:1:pos:R:3:forces:R:3:mulliken_spin:R:1 method="wB97M-V/def2-TZVPD" s2=0.78 relative_energy_kj_mol=205.9 charge=+1 max_force_ev_per_a=5.7 e_homo_ev="-13.79 / -13.79" multiplicity=2 molar_mass_g_mol=109.1
C -1.501 0.926 0.439 -0.2 1.4 1.1 0.016
N -0.379 1.103 1.421 1.2 -1.4 -4.2 0.412
C 0.574 0.018 1.342 -0.7 4.8 2.9 -0.074
N 1.508 0.200 2.270 1.2 -1.3 0.3 0.064
N 0.624 -0.880 0.433 -1.1 -1.2 -0.8 0.575
H -1.950 -0.033 0.768 -0.3 0.8 -0.9 0.000
H -1.124 0.971 -0.622 -0.5 -0.3 1.0 0.013
H -2.121 1.865 0.633 0.2 -1.7 -0.4 0.010
H 0.114 2.005 1.201 -0.6 -0.7 1.1 -0.002
H 1.887 1.087 2.498 -0.3 1.1 0.6 -0.002
H 2.208 -0.504 2.345 0.5 -0.5 0.1 -0.001
H 1.555 -1.238 0.600 0.4 -1.1 -1.0 -0.012
H -4.042 2.193 -4.865 0.9 0.4 -3.4 0.000
H -4.746 2.294 -3.750 -0.2 -0.3 1.4 0.000
O -3.918 1.874 -4.014 -0.7 -0.1 2.1 0.000
H 3.658 -2.546 -1.062 -0.1 -0.4 -0.6 0.000
H 3.456 -3.144 0.261 -0.3 -0.9 -0.8 0.000
O 3.217 -3.322 -0.681 0.5 1.3 1.5 0.000

***

Among the records above, which one has the highest charge?
C2H11N3O2

***

Look up the charge of the first one.
0

***

Which of these has the lowest charge?
C52H41BaN2O7P2S2

***

The highest charge belongs to which entry?
C2H11N3O2